# 1
C5H12N3 | ωB97M-V with the def2-TZVPD basis set

The geometry in XYZ format:
```
20
Properties=species:S:1:pos:R:3
C -2.5239 1.2720 -0.5573
C -1.7394 1.4650 -1.4652
C -0.7962 1.6970 -2.5567
H -3.2194 1.1012 0.2471
H -1.1137 1.1498 -3.4602
H 0.2118 1.3514 -2.2721
H -0.7448 2.7724 -2.7965
C 0.8678 -0.2012 1.2157
N 1.8976 -0.7114 1.8945
N 0.1208 -0.9930 0.4546
N 0.5947 1.1056 1.3066
C 0.3483 -2.4262 0.2994
H 2.1090 -1.7100 1.8272
H 2.4752 -0.1047 2.4817
H -0.6605 -0.5691 -0.0518
H -0.1937 1.5002 0.7878
H 1.1740 1.7100 1.8945
H -0.4178 -2.8263 -0.3859
H 0.2659 -2.9525 1.2652
H 1.3442 -2.6303 -0.1286
```

The charge is +1. The LUMO energy is -2.9 eV. The value obtained for the energy above the lowest of the compared OMol25 structures with the same formula, charge and spin is 1.1963 eV. The strongest force on any atom is 0.0267 hartree/bohr. Its molar mass is 114.2 Da. The calculation puts the HOMO-LUMO gap at 10.78 eV.


# 2
C5H12N3O | ωB97M-V with the def2-TZVPD basis set

The geometry in XYZ format:
```
21
Properties=species:S:1:pos:R:3
C 1.0656 0.7466 1.1714
C 0.7539 -0.4917 1.3334
C 0.2288 1.6675 -1.0200
C -0.0561 0.1381 -1.5431
C -0.5140 -1.9029 2.7936
N 0.9733 1.6891 0.2429
N -0.4018 0.2034 -2.9099
N -1.1814 -0.4062 -0.7635
O 0.4645 -1.5658 1.7593
H 1.7374 0.7737 2.0608
H 0.9120 2.0827 -1.7176
H -0.5835 2.3377 -0.9362
H 0.9218 -0.4384 -1.1619
H -0.9556 -2.9850 2.7614
H -1.3639 -1.2502 2.6594
H -0.0672 -1.7495 3.7274
H 1.6352 2.5124 0.3077
H 0.4232 0.4017 -3.5060
H -0.5997 -0.7469 -3.2374
H -1.4473 -1.2977 -1.1482
H -1.9452 0.2814 -0.8736
```

The charge is +1. The LUMO energy is -3.8 eV. The value obtained for the energy above the lowest of the compared OMol25 structures with the same formula, charge and spin is 5.5358 eV. The strongest force on any atom is 0.0773 hartree/bohr. Its molar mass is 130.2 Da. The calculation puts the HOMO-LUMO gap at 8.95 eV.


# 3
C5H12N3O | ωB97M-V with the def2-TZVPD basis set

The geometry in XYZ format:
```
21
Properties=species:S:1:pos:R:3
C 4.1881 -0.5132 0.0574
C 1.9849 -0.5352 1.0633
C -1.1331 -0.6048 -1.3740
C -0.9202 1.5115 -0.2319
C -2.7214 -0.0938 0.4974
N 3.0830 -0.0793 0.4563
N 0.8760 -0.3192 0.4893
N -1.4382 0.0839 -0.1509
O -0.2832 -0.5250 1.0337
H 4.7547 0.2804 -0.3470
H 4.5200 -1.5672 0.0168
H 2.0508 -0.8048 2.1297
H -1.1576 -1.6037 -1.3290
H -1.7464 -0.2903 -2.2092
H -0.1607 -0.2937 -1.5919
H -1.1432 2.2134 0.6013
H 0.1846 1.4992 -0.1818
H -1.4289 2.1233 -1.0189
H -3.4678 0.7436 0.2757
H -3.2968 -1.0367 0.1935
H -2.7442 -0.1885 1.6202
```

The charge is +1. The LUMO energy is -4.9 eV. The value obtained for the energy above the lowest of the compared OMol25 structures with the same formula, charge and spin is 7.6241 eV. The strongest force on any atom is 0.0757 hartree/bohr. Its molar mass is 130.2 Da. The calculation puts the HOMO-LUMO gap at 7.67 eV.


# 4
C5H12N3S | ωB97M-V with the def2-TZVPD basis set

The geometry in XYZ format:
```
21
Properties=species:S:1:pos:R:3
C -1.8604 -0.0494 0.8779
C 0.3667 0.3624 0.3943
C 2.7483 1.1795 -0.0196
C -0.3826 -1.9011 -0.0148
C 1.7803 0.1159 -0.2209
N -2.8160 0.3263 0.1312
N -0.6002 -0.5334 0.4407
N -2.6847 0.1725 -1.2308
S 0.2113 2.0114 0.8994
H -2.0360 -0.0534 1.9277
H 2.3943 2.1254 -0.3993
H 3.5356 0.7748 -0.5661
H 2.9446 1.3405 1.0334
H -0.2848 -2.4729 0.9499
H -1.3137 -2.3154 -0.5052
H 0.5270 -2.0663 -0.5914
H 2.2141 -0.9197 0.1550
H 1.6389 -0.0351 -1.3818
H -1.9645 -0.3905 -1.6206
H -3.4299 0.5627 -1.7909
H -0.9886 1.7659 1.5321
```

The charge is +1. The LUMO energy is -4.2 eV. The value obtained for the energy above the lowest of the compared OMol25 structures with the same formula, charge and spin is 2.5416 eV. The strongest force on any atom is 0.0901 hartree/bohr. Its molar mass is 146.2 Da. The calculation puts the HOMO-LUMO gap at 9.09 eV.


# 5
C5H12N3S | ωB97M-V with the def2-TZVPD basis set

The geometry in XYZ format:
```
21
Properties=species:S:1:pos:R:3
C -1.2110 -1.5082 -0.4120
C -1.6631 -1.5109 -1.7898
C -0.2913 -1.0533 0.5497
C 1.0031 -0.3662 0.3029
C 2.1139 -0.6492 1.1663
N -0.4042 -1.4628 1.8528
N 1.0379 0.6359 -0.4832
N -0.8648 1.9320 -1.5340
S -1.7495 -0.6411 -3.2009
H -1.8207 -2.1666 0.0699
H -2.2373 -2.4139 -1.9376
H 2.3587 -1.7349 1.0350
H 2.0918 -0.2650 2.1541
H 3.2005 -0.3692 0.9258
H 0.0062 -0.7457 2.4545
H -1.2884 -1.8020 2.0973
H 1.9008 1.0797 -0.7568
H 0.2483 1.1193 -0.9693
H -1.2158 1.3447 -2.2334
H -0.6194 2.6999 -2.0765
H -1.6702 2.2273 -0.9836
```

The charge is +1. The LUMO energy (spin up / spin down) is -5.3 / -5.3 eV. The value obtained for the energy above the lowest of the compared OMol25 structures with the same formula, charge and spin is 2.5139 eV. The strongest force on any atom is 0.1066 hartree/bohr. Its molar mass is 146.2 Da. The calculation puts the HOMO-LUMO gap (spin up / spin down) at 6.88 / 6.88 eV.


# 6
C5H12N4 | ωB97M-V with the def2-TZVPD basis set

The geometry in XYZ format:
```
21
Properties=species:S:1:pos:R:3
C 1.5406 0.9101 0.5520
C -0.3934 2.0126 -0.4777
N 0.1507 0.8329 0.1529
C 0.0133 -0.8100 -1.1313
N 1.0643 -1.3609 -1.6447
H 1.1781 -1.0762 -2.6141
H -0.7888 -0.3613 -1.7307
H 1.7885 0.1114 1.2565
H 1.7885 1.8766 1.0005
H 2.2012 0.7586 -0.3097
H -0.2180 1.9963 -1.5602
H 0.0452 2.9340 -0.0817
H -1.4726 2.0774 -0.3101
C -0.9027 -0.0755 1.1615
C -0.2147 -2.5590 0.5044
N -0.5364 -1.4056 0.0870
N -2.1536 0.2169 1.2855
H -2.6414 0.2053 0.3914
H -0.3269 -0.2096 2.0817
H -0.6036 -2.9069 1.4593
H 0.4816 -3.1671 -0.0724
```

The charge is 0. The LUMO energy is -0.1 eV. The value obtained for the energy above the lowest of the compared OMol25 structures with the same formula, charge and spin is 4.6987 eV. The strongest force on any atom is 0.0391 hartree/bohr. Its molar mass is 128.2 Da. The calculation puts the HOMO-LUMO gap at 7.78 eV.


# 7
C5H12N4 | ωB97M-V with the def2-TZVPD basis set

The geometry in XYZ format:
```
21
Properties=species:S:1:pos:R:3
C -1.1975 -0.3566 0.0012
C 2.2035 1.1028 0.5669
C -0.3328 0.7334 0.3241
N -1.3812 -1.3859 0.9479
N -2.2724 -0.0745 -0.9028
N -0.4624 1.9358 -0.2892
C 0.7648 -0.8678 -0.5825
C 1.0051 0.1863 0.6331
N 0.9369 -2.1382 -0.3355
H -0.6516 -2.0995 0.8078
H -2.3030 -1.7995 0.9164
H -3.0518 0.4006 -0.4612
H -2.6475 -0.9271 -1.3045
H -1.2992 2.0543 -0.8477
H 0.0479 2.7332 0.0642
H 1.1745 -2.6651 -1.1714
H 0.9565 -0.3854 -1.5498
H 0.9708 -0.4365 1.5251
H 2.2156 1.6692 -0.3658
H 2.2106 1.8152 1.3941
H 3.1131 0.5053 0.6296
```

The charge is 0. The LUMO energy is 0.8 eV. The value obtained for the energy above the lowest of the compared OMol25 structures with the same formula, charge and spin is 2.9484 eV. The strongest force on any atom is 0.0674 hartree/bohr. Its molar mass is 128.2 Da. The calculation puts the HOMO-LUMO gap at 7.39 eV.


# 8
C5H12N4O | ωB97M-V with the def2-TZVPD basis set

The geometry in XYZ format:
```
22
Properties=species:S:1:pos:R:3
C -1.9181 0.1383 0.1066
C -2.9456 -0.3913 -0.3835
C -0.8746 1.4941 0.0630
C -0.3661 0.1205 0.4127
C 2.5542 -0.3391 0.1013
N -3.9284 -0.8973 -1.0491
N 0.2054 -0.0673 1.6905
N 0.1370 -0.7610 -0.5387
N 1.5593 -0.4563 -1.0180
O -1.0430 2.3311 1.0962
H -0.9434 1.7563 -1.0506
H 3.5038 -0.0291 -0.2331
H 2.1519 0.2708 0.9103
H 2.5671 -1.2713 0.6188
H -4.7265 -1.1601 -0.4642
H -3.8410 -1.1596 -2.0075
H -0.1027 -0.9885 2.0502
H 0.0726 0.6672 2.3764
H 0.2616 -1.7038 -0.1253
H 2.0577 -1.0302 -1.7885
H 1.4925 0.5117 -1.4730
H -1.4276 3.0736 0.7842
```

The charge is +2. The LUMO energy is -7.8 eV. The value obtained for the energy above the lowest of the compared OMol25 structures with the same formula, charge and spin is 5.5096 eV. The strongest force on any atom is 0.0987 hartree/bohr. Its molar mass is 144.2 Da. The calculation puts the HOMO-LUMO gap at 9.75 eV.


What is the formula in the eighth record? C5H12N4O


Which of these has the lowest strongest force on any atom? C5H12N3